[1]
The following is a quantum chemistry calculation of a structure of composition C35H26BiN10O7S, from the OMol25 dataset.

Computed properties:
HOMO-LUMO gap: 7.553 eV
Total energy: -82629.7253 eV
2S+1: 1
ΔE to the lowest compared entry with this formula, charge and spin: 0.000 eV
Charge: -1

Atoms and positions in Å:
Bi 0.422 -0.093 0.676
O 2.752 0.892 4.253
C 2.244 0.353 3.295
N 0.960 0.502 2.824
C 0.025 1.179 3.573
O 0.214 1.857 4.559
C -1.403 0.983 3.093
C -2.441 1.598 3.772
C -3.734 1.383 3.325
C -3.949 0.568 2.223
C -2.853 0.006 1.592
N -1.615 0.207 2.036
C 3.053 -0.669 2.519
C 4.266 -1.108 3.023
C 4.976 -2.050 2.300
C 4.454 -2.521 1.104
C 3.238 -2.026 0.670
N 2.564 -1.120 1.370
H -2.209 2.225 4.620
H -4.570 1.857 3.824
H -4.941 0.388 1.835
H -2.959 -0.597 0.698
H 4.622 -0.691 3.954
H 5.933 -2.407 2.657
H 4.987 -3.244 0.504
H 2.787 -2.338 -0.264
N 1.982 2.708 -5.885
C 0.964 2.325 -5.021
C -0.237 3.035 -4.956
C -1.242 2.651 -4.083
C -1.074 1.537 -3.280
C 0.107 0.801 -3.354
C 1.113 1.180 -4.225
S -2.265 1.124 -2.041
O -3.419 1.969 -2.218
O -2.483 -0.311 -2.069
N -1.483 1.379 -0.666
C -0.900 2.555 -0.383
N -1.059 3.672 -1.114
C -0.371 4.731 -0.726
C 0.479 4.747 0.373
C 0.588 3.556 1.064
N -0.096 2.480 0.708
H 1.927 3.667 -6.186
H 2.913 2.466 -5.567
H -0.368 3.913 -5.577
H -2.153 3.227 -3.993
H 0.240 -0.080 -2.736
H 2.035 0.603 -4.285
H -0.501 5.624 -1.332
H 1.036 5.627 0.657
H 1.242 3.446 1.924
C -3.725 -4.203 4.056
O -4.054 -4.371 2.691
C -3.167 -3.902 1.773
C -3.551 -4.065 0.430
C -2.707 -3.618 -0.548
C -1.478 -2.982 -0.274
C -0.609 -2.611 -1.382
C -0.945 -3.072 -2.778
O 0.424 -1.943 -1.238
C -1.116 -2.780 1.091
O -0.052 -2.151 1.499
C -1.980 -3.286 2.094
H -4.544 -4.644 4.620
H -3.633 -3.145 4.314
H -2.793 -4.716 4.306
H -4.497 -4.534 0.202
H -3.010 -3.738 -1.578
H -1.131 -4.145 -2.823
H -0.115 -2.812 -3.429
H -1.837 -2.541 -3.112
H -1.668 -3.115 3.113
N 2.612 1.233 -0.178
C 3.510 1.258 -0.905
C 4.629 1.276 -1.730
C 4.557 1.814 -3.026
N 4.502 2.250 -4.095
C 5.810 0.648 -1.272
N 6.765 0.127 -0.885

[2]
The following is a quantum chemistry calculation of the molecule C4H11NS, from the OMol25 dataset.

Computed properties:
HOMO-LUMO gap: 8.784 eV
Total energy: -16648.9429 eV
2S+1: 1
ΔE to the lowest compared entry with this formula, charge and spin: 2.850 eV

Atoms and positions in Å:
C -1.463 0.171 -0.575
C 0.714 -0.634 -1.739
C -0.179 0.515 2.179
C 0.042 0.133 -0.602
N 2.187 -0.474 0.733
S 0.697 -0.750 0.968
H -1.849 0.773 0.195
H -1.919 0.521 -1.508
H -1.802 -0.750 -0.490
H 0.411 -1.609 -1.735
H 1.722 -0.730 -1.533
H 0.467 -0.092 -2.632
H -0.520 1.328 1.521
H 0.370 1.040 2.979
H -0.990 -0.045 2.581
H 0.532 1.159 -0.320
H 2.724 -0.791 1.531